## P
A cluster of 2 separate species, CH7N2O in total. Source: the OMol25 dataset; level of theory: ωB97M-V/def2-TZVPD.

XYZ file:
```
11
Properties=species:S:1:pos:R:3
N -0.332 0.403 0.492
C 0.146 0.690 -0.686
N -0.244 1.613 -1.533
H -0.761 1.123 1.067
H -0.227 -0.548 0.871
H 0.905 0.025 -1.094
H 0.284 1.690 -2.391
H -0.852 2.406 -1.350
H -0.016 -2.761 0.919
H 0.888 -2.537 2.119
O 0.210 -2.104 1.584
```

Its total charge is +1. The multiplicity is 1.

natural (NBO) atomic charge list, values in e, 6 entries: -0.721, 0.403, -0.700, 0.426, 0.471, 0.219


## Q
A cluster of 2 separate species, CH7N2O in total. Source: the OMol25 dataset; level of theory: ωB97M-V/def2-TZVPD.

XYZ file:
```
11
Properties=species:S:1:pos:R:3
N 0.406 0.036 0.388
C -0.519 0.890 0.059
N -0.479 2.185 0.303
H 1.187 0.280 0.980
H 0.519 -0.830 -0.162
H -1.480 0.479 -0.264
H -1.350 2.667 0.478
H 0.350 2.750 0.201
H 0.728 -3.246 -1.225
H -0.385 -2.813 -0.269
O 0.473 -2.537 -0.618
```

Its total charge is +1. The multiplicity is 1.

natural (NBO) atomic charge list, values in e, 6 entries: -0.700, 0.414, -0.731, 0.427, 0.467, 0.215


It is P that is the most stable of them.


## P
A cluster of 2 separate species, C2H7N in total. Source: the OMol25 dataset; level of theory: ωB97M-V/def2-TZVPD.

XYZ file:
```
10
Properties=species:S:1:pos:R:3
N -2.234 0.330 -0.971
H -2.357 0.886 -0.152
H -1.299 0.411 -1.296
H -2.459 -0.602 -0.818
C 1.783 0.235 0.213
C 1.048 -0.626 0.896
H 1.236 0.935 -0.427
H 2.870 0.296 0.262
H -0.022 -0.488 0.735
H 1.434 -1.378 1.558
```

The SMILES is C=C.N. The multiplicity is 1.

natural (NBO) atomic charge list, values in e, 6 entries: -1.069, 0.360, 0.357, 0.358, -0.386, -0.393


## Q
A structure of composition C2H7N. Source: the OMol25 dataset; level of theory: ωB97M-V/def2-TZVPD.

XYZ file:
```
10
Properties=species:S:1:pos:R:3
C -0.381 0.096 1.082
C 0.135 0.889 -0.042
N 1.296 0.503 -0.690
H 0.176 -0.804 1.334
H -1.148 0.441 1.808
H -0.735 -0.119 -0.130
H -0.797 -1.748 -1.248
H -0.385 1.876 -0.246
H -0.214 -2.265 -1.346
H 2.053 1.130 -0.522
```

The multiplicity is 1.

natural (NBO) atomic charge list, values in e, 6 entries: -0.508, 0.065, -0.898, 0.245, 0.242, 0.309


It is P that is the most stable of them.